Record 1
Entry from the Open Molecules 2025 dataset: a single C8H6N2O molecule (the ωB97M-V functional and the def2-TZVPD basis).

Geometry as XYZ:
```
17
Properties=species:S:1:pos:R:3:forces:R:3:nbo_charge:R:1
O -1.22885 0.03234 2.89955 0.18 0.05 -0.35 -0.576
N -2.29628 -0.37202 -2.83939 0.72 0.20 0.67 -0.301
N -2.22015 -0.13230 1.94123 0.77 -0.38 -1.29 -0.087
C -1.41655 -0.22047 -2.10293 -0.04 -0.19 -0.04 0.265
C 0.78539 0.08039 0.92400 1.08 -0.32 0.56 -0.121
C 0.98309 0.07752 -1.85560 -0.07 0.08 0.27 -0.166
C -0.25231 -0.07584 -1.22135 -0.21 -0.24 -0.37 -0.131
C 2.14240 0.21081 -1.09270 -0.41 0.14 0.18 -0.199
C -0.37086 -0.11134 0.19712 -0.79 0.34 -0.79 -0.102
C -1.74914 -0.23433 0.73760 0.03 0.37 1.38 0.006
C 2.03194 0.19331 0.28987 -0.57 0.10 -0.30 -0.203
H 3.10839 0.39618 -1.55124 -0.16 -0.22 -0.07 0.225
H 1.01903 0.11061 -2.93742 -0.01 -0.02 0.06 0.232
H -2.51914 -0.37716 0.00061 -0.31 -0.03 -0.09 0.216
H 0.76019 0.09480 2.00962 -0.09 -0.01 -0.36 0.239
H 2.92734 0.29786 0.87166 0.17 0.07 0.33 0.218
H -1.70449 0.02964 3.72937 -0.30 0.03 0.20 0.484
```
Forces are in eV/Å.

**E_LUMO**: -0.17 eV
**Net charge**: 0
**Relative energy (zero: lowest compared OMol25 entry of this formula, charge and spin)**: 2.376 eV
**Structure (SMILES)**: N#Cc1ccccc1/C=N\O
**DFT total energy**: -13418.9303 eV
**HOMO**: -0.34813 hartree
**Multiplicity**: 1


Record 2
Entry from the Open Molecules 2025 dataset: a molecular structure, C20H26AsF3N3NiOS6Sb (the ωB97M-V functional and the def2-TZVPD basis).

Geometry as XYZ:
```
62
Properties=species:S:1:pos:R:3:forces:R:3:nbo_charge:R:1
Sb -0.79543 -2.08552 0.51009 -0.20 -0.07 -0.29 1.089
As -1.38946 -0.94120 4.99332 0.07 -0.02 -0.06 0.998
Ni 0.37406 -0.49283 2.35401 0.31 0.33 0.24 0.699
S -3.40610 -1.55016 5.06941 -0.05 -0.01 0.00 -0.795
S -1.03998 0.71042 3.55841 -0.07 -0.02 -0.05 -0.711
S -0.15505 -2.21819 3.63448 0.00 -0.01 0.04 -0.629
S 1.00525 1.49498 1.07499 0.02 -0.15 0.06 -0.185
S 2.72483 -1.73940 -0.23693 0.02 -0.02 0.00 -0.402
S -0.36747 -0.62416 6.81248 0.00 0.00 0.04 -0.798
F 5.39893 -3.32271 0.18449 0.03 0.07 0.01 -0.324
F 5.85458 -1.25095 -0.27131 -0.01 -0.05 0.03 -0.325
F 6.88720 -2.26301 1.32308 -0.03 0.00 -0.05 -0.359
O 1.18512 -0.03193 -3.57741 0.07 -0.01 -0.04 -0.570
N 2.40660 -1.07486 2.34431 -0.03 0.00 -0.01 -0.565
N -1.09969 1.21208 -0.55654 0.04 0.02 0.02 -0.579
N 0.94387 0.61613 -1.42238 0.00 0.10 0.00 -0.714
C -1.16267 -2.19153 -1.65259 -0.03 -0.03 -0.04 -1.046
C -0.95420 1.70424 -4.34509 0.00 -0.02 -0.01 -0.175
C -3.63819 2.57636 -1.40997 0.00 0.00 0.00 -0.615
C 0.00740 3.17134 -2.69828 0.00 -0.01 0.02 -0.125
C -1.68218 2.76411 -4.86605 0.00 0.00 0.00 -0.225
C -0.11839 1.90193 -3.25305 0.05 0.04 0.00 -0.156
C -1.55705 4.03010 -4.31088 0.00 0.00 0.00 -0.210
C -2.07754 1.70424 0.40346 -0.02 0.00 -0.03 -0.245
C 5.05058 -1.47284 3.03870 0.01 0.00 0.01 -0.122
C -2.85024 2.89624 -0.14393 0.01 -0.01 -0.02 -0.402
C -0.70599 4.23339 -3.23223 0.00 0.01 0.01 -0.237
C 0.70327 0.73441 -2.77105 -0.15 -0.06 0.03 0.668
C -2.85966 -2.41674 1.02975 0.04 -0.04 0.03 -1.031
C 0.20860 1.10712 -0.35807 -0.07 -0.02 -0.05 0.364
C 3.27174 -1.46299 1.37114 -0.04 -0.06 0.04 0.128
C 2.83031 -0.89768 3.60214 0.01 -0.01 0.00 0.091
C 5.65857 -2.12286 0.73482 0.01 -0.02 0.00 0.990
C 4.13856 -1.07015 4.00028 0.00 0.00 0.00 -0.329
C 4.63397 -1.67694 1.73933 -0.03 0.05 -0.01 -0.260
C -0.08990 -4.10388 0.64706 0.04 0.02 0.01 -0.998
H -2.34589 2.60255 -5.70642 0.00 0.00 0.00 0.208
H -0.86017 -4.73827 1.08346 -0.01 0.00 0.01 0.214
H -0.60293 5.22073 -2.79953 0.00 -0.01 0.00 0.212
H 0.79439 -4.11210 1.28059 0.00 -0.02 0.01 0.239
H -1.55140 1.95149 1.31959 0.02 0.02 0.00 0.276
H -1.01715 0.71300 -4.77620 0.00 0.01 0.00 0.234
H -1.66336 -3.13053 -1.90282 0.03 0.01 0.01 0.209
H -4.33291 1.75046 -1.23455 0.01 0.01 0.00 0.204
H 0.17976 -4.45937 -0.34787 0.00 0.01 0.01 0.213
H -2.97599 2.29504 -2.23320 -0.01 0.01 0.00 0.201
H 6.08734 -1.63361 3.30148 -0.02 0.00 0.00 0.214
H -3.04038 -2.00696 2.02475 -0.01 0.02 0.00 0.270
H -3.51261 -1.93461 0.29749 0.01 0.02 0.02 0.196
H -1.81126 -1.37459 -1.99001 0.01 0.00 0.03 0.181
H -2.75170 0.88000 0.65316 0.01 -0.01 0.03 0.220
H -1.46245 0.74839 -1.37547 -0.02 0.01 -0.03 0.404
H 4.41915 -0.91168 5.03166 0.00 0.00 -0.01 0.216
H -3.52757 3.23348 0.64415 0.00 0.00 0.00 0.212
H 1.69457 -0.04246 -1.12411 0.04 -0.01 0.04 0.472
H -4.21851 3.43764 -1.74720 0.01 -0.01 0.00 0.202
H -2.15009 3.71493 -0.33581 -0.01 0.00 0.00 0.196
H -2.12342 4.85927 -4.71731 0.00 -0.01 0.00 0.206
H 0.66387 3.32585 -1.84954 -0.01 -0.01 -0.01 0.225
H -0.21494 -2.13100 -2.19216 -0.02 -0.01 0.02 0.230
H -3.07929 -3.48452 1.05277 -0.02 -0.02 -0.05 0.210
H 2.06865 -0.61969 4.32312 0.00 0.00 -0.02 0.244
```
Forces are in eV/Å.

**E_LUMO (spin up / spin down)**: 3.71 / 3.71 eV
**Net charge**: -2
**Relative energy (zero: lowest compared OMol25 entry of this formula, charge and spin)**: 0.796 eV
**DFT total energy**: -209268.6052 eV
**HOMO (spin up / spin down)**: -0.05547 / -0.05532 hartree
**Multiplicity**: 1